Entry 1:
8
Properties=species:S:1:pos:R:3 method="wB97M-V/def2-TZVPD" homo_energy_ev="-8.704 / -8.704" charge=0 spin_multiplicity=1 e_above_lowest_kcal_mol=111.4
O 0.8934 -1.4265 -2.3552
O -0.3122 0.2702 1.9742
C 0.9817 -0.3745 -1.7508
C 0.5293 -0.1555 -0.4140
C -0.1168 0.1443 0.5842
C -1.4430 0.6661 1.4807
H 1.4534 0.5173 -2.2133
H -2.1908 0.9290 2.2560


Entry 2:
8
Properties=species:S:1:pos:R:3 method="wB97M-V/def2-TZVPD" homo_energy_ev=-10.324 charge=0 spin_multiplicity=1 e_above_lowest_kcal_mol=61.2
O -0.2409 -0.6626 -0.0927
O -2.0818 0.6338 0.1329
C 2.0228 0.1432 -0.1809
C 0.5892 0.3637 -0.2180
C 3.1681 -0.0024 0.2935
C -1.5680 -0.4354 0.0935
H 0.1762 1.3673 -0.2264
H -2.0656 -1.4076 0.1982


Entry 3:
8
Properties=species:S:1:pos:R:3 method="wB97M-V/def2-TZVPD" smiles="O=CC#CC=O" homo_energy_ev=-11.002 charge=0 spin_multiplicity=1 e_above_lowest_kcal_mol=7.4
O 1.9904 -0.4828 -2.0369
O -1.6018 1.5631 1.8118
C -0.2923 0.1147 0.5189
C 0.8442 -0.7205 -1.7431
C -0.9170 0.5711 1.7545
C 0.2323 -0.2626 -0.5028
H 0.1758 -1.3059 -2.3988
H -0.7190 -0.0592 2.6390


Entry 4:
9
Properties=species:S:1:pos:R:3 method="wB97M-V/def2-TZVPD" homo_energy_ev=-10.017 charge=+1 spin_multiplicity=1 e_above_lowest_kcal_mol=29.8
Rb -6.5741 -1.3612 -0.4188
O -3.0898 -0.7143 -0.2044
O 3.9553 0.1636 0.0606
C 2.8873 0.5716 0.1303
C -1.9607 -0.5290 -0.1561
C 0.6792 -0.0839 0.1497
C 1.5914 0.9780 0.2148
H 1.1611 -1.0692 0.0188
H 1.3503 2.0443 0.2051


Entry 5:
9
Properties=species:S:1:pos:R:3 method="wB97M-V/def2-TZVPD" smiles="C=C=C=O.O=C=O" homo_energy_ev=-8.950 charge=0 spin_multiplicity=1 e_above_lowest_kcal_mol=41.2
O 1.9074 -1.9844 1.2163
O -1.0333 0.7010 -1.9338
O 0.4641 -0.4378 -3.2615
C -0.2884 0.1346 -2.6022
C 0.1311 -0.3367 1.1866
C 1.1083 -1.1489 1.2824
C -0.5983 0.7502 1.3625
H -1.5857 0.6914 1.3635
H -0.1052 1.6308 1.3861


Entry 6:
9
Properties=species:S:1:pos:R:3 method="wB97M-V/def2-TZVPD" smiles="O=C1C=COC1=O" homo_energy_ev=-10.302 charge=0 spin_multiplicity=1 e_above_lowest_kcal_mol=39.0
O 2.2102 -0.4532 0.0215
O 0.4698 0.4709 2.5097
O -1.0018 0.7190 0.6902
C 0.2154 0.4499 1.3500
C 1.0124 -0.1130 0.0798
C 0.0938 -0.1929 -1.0684
C -1.0517 0.1392 -0.6162
H -2.1222 -0.1535 -1.0296
H 0.1742 -0.8665 -1.9372